{"formula": "C14H17MoN3O3", "method": "wB97M-V/def2-TZVPD", "species": ["N", "C", "C", "H", "H", "H", "N", "C", "C", "H", "H", "H", "N", "C", "C", "H", "H", "H", "Mo", "C", "O", "C", "O", "C", "C", "C", "C", "C", "C", "H", "H", "H", "H", "H", "H", "O", "H", "H"], "positions_angstrom": [[-0.65262, 2.66908, 0.74459], [-0.36131, 3.81129, 0.68356], [-0.01393, 5.19862, 0.80566], [-0.91164, 5.82274, 0.75937], [0.64625, 5.48618, -0.01535], [0.50631, 5.35933, 1.75927], [2.77765, -1.79572, -0.07059], [3.74426, -2.43297, -0.12938], [4.94688, -3.22720, -0.10049], [5.66997, -2.81114, -0.81126], [4.69883, -4.25584, -0.38647], [5.34700, -3.19383, 0.91711], [-2.70459, -0.49034, 0.73258], [-3.63101, -1.21061, 0.68996], [-4.76119, -2.09220, 0.81863], [-4.53489, -2.86121, 1.56664], [-4.97008, -2.57143, -0.14027], [-5.64687, -1.52634, 1.11906], [0.09876, -0.06901, -0.28250], [-0.16586, -1.68502, 0.93345], [-0.28072, -2.53745, 1.72561], [1.45522, 0.83326, 0.94926], [2.21020, 1.28920, 1.73413], [0.89519, 1.04234, -1.96882], [-0.53543, 1.19875, -1.96949], [-1.31161, 0.00530, -1.97155], [-0.58669, -1.23899, -1.97628], [0.72815, -1.28687, -2.42316], [1.47382, -0.13793, -2.42190], [1.51092, 1.94168, -1.95613], [-1.01224, 2.16960, -1.83207], [-2.39125, 0.04660, -1.83722], [-1.15878, -2.16591, -1.96651], [1.16770, -2.24893, -2.69421], [2.53072, -0.14672, -2.69686], [-1.60953, 1.02112, 3.51377], [-1.16747, 1.69410, 4.08445], [-2.00013, 0.39644, 4.11341]], "homo_lumo_gap_ha": [0.1121, 0.1231], "lumo_energy_ev": [-19.47, -18.97], "spin_multiplicity": 3, "charge": 4, "s_squared": 2.102}


{"formula": "C4H12", "method": "wB97M-V/def2-TZVPD", "species": ["C", "C", "H", "H", "H", "H", "H", "H", "C", "C", "H", "H", "H", "H", "H", "H"], "positions_angstrom": [[0.60908, 1.15358, 1.01362], [1.40900, 1.72809, 2.20564], [0.84629, 1.68856, 0.09117], [0.85891, 0.09921, 0.94901], [-0.45511, 1.36633, 1.12915], [1.13906, 1.15459, 3.08821], [1.23515, 2.79401, 2.31611], [2.47921, 1.59908, 2.03602], [-0.80031, -0.96912, -2.14429], [-1.19863, -1.93924, -1.06319], [-1.03398, 0.06059, -1.89020], [0.25514, -0.97866, -2.43180], [-1.32197, -1.21134, -3.07635], [-0.61935, -1.81886, -0.14400], [-2.22339, -1.73773, -0.73100], [-1.17911, -2.98910, -1.34810]], "smiles": "CC.CC", "homo_lumo_gap_ha": 0.4705, "lumo_energy_ev": 1.15, "charge": 0}


{"formula": "C4H11N3", "method": "wB97M-V/def2-TZVPD", "species": ["C", "C", "C", "N", "C", "N", "N", "H", "H", "H", "H", "H", "H", "H", "H", "H", "H", "H"], "positions_angstrom": [[-0.78787, -0.74887, 0.81791], [-1.40843, 0.46148, 0.57382], [-2.28680, 0.68223, -0.62843], [1.74321, 0.28524, 0.19398], [1.27732, -0.88810, 0.28144], [2.65832, 0.55574, -0.86704], [1.64095, -2.09021, 0.32181], [0.62730, 1.26671, 0.06371], [3.30583, 1.24794, -0.50681], [3.17926, -0.29808, -1.06456], [0.90448, -2.77606, 0.19163], [-0.54594, -1.01816, 1.83767], [-1.00697, -1.56727, 0.14143], [-1.54886, 1.14416, 1.40486], [-0.17669, 1.55463, 0.04228], [-3.29806, 0.32169, -0.41186], [-2.36245, 1.73590, -0.89830], [-1.91462, 0.13104, -1.49354]], "homo_lumo_gap_ha": 0.3205, "lumo_energy_ev": 0.43, "charge": 0}


{"formula": "C11H15N", "method": "wB97M-V/def2-TZVPD", "species": ["C", "C", "C", "N", "C", "C", "C", "C", "C", "C", "H", "H", "H", "H", "H", "H", "H", "H", "H", "C", "C", "H", "H", "H", "H", "H", "H"], "positions_angstrom": [[0.63008, -2.29727, 1.80423], [0.04830, -1.52684, 0.61517], [-1.18515, -0.82818, 0.61257], [-1.31703, -0.10265, -0.52826], [-0.39264, -0.62259, -1.48454], [-0.00801, -0.28937, -2.86684], [1.10327, -0.89124, -3.34116], [1.94660, -1.74482, -2.65758], [1.61988, -2.15888, -1.37890], [0.53568, -1.57468, -0.72600], [1.65150, -2.08336, 2.17789], [0.59816, -3.41784, 1.49327], [-0.07979, -2.25450, 2.62481], [-1.80820, -0.64084, 1.47336], [-1.89521, 0.59602, -0.75105], [-0.63764, 0.38833, -3.49757], [1.36721, -0.51875, -4.30059], [2.78821, -2.26047, -2.94551], [2.20243, -2.82250, -0.72300], [-1.00378, 2.46758, 2.21568], [-0.93461, 3.73268, 1.40201], [-1.89339, 1.87126, 2.30251], [-0.38079, 1.89370, 1.53164], [-0.60390, 2.57246, 3.21023], [-0.43064, 4.47788, 2.08507], [-1.79203, 4.24351, 1.01393], [-0.12852, 3.79138, 0.63861]], "smiles": "Cc1c[nH]c2ccccc12.CC", "homo_lumo_gap_ha": 0.3137, "lumo_energy_ev": 0.85, "charge": 0}


> The highest charge belongs to which entry?

C14H17MoN3O3